No. 1
The following is a quantum chemistry calculation of 13 unconnected molecules or ions with the total composition C12H48ClN24O16 in a non-equilibrium geometry, from OMol25.

Output
ΔE to the lowest compared entry with this formula, charge and spin = 583.8 kJ/mol
lowest unoccupied orbital energy = 1.380 eV
HOMO level = -6.598 eV
charge = -1
maximum force = 0.2327 hartree/bohr
total energy = -3464.3492 Ha

Each line ends with the Löwdin charge.
Cartesian coordinates (Å):
N  -3.092  1.747  0.099  0.1695
H  2.849  3.221  0.386  0.0504
H  -0.271  4.003  0.153  0.0999
O  0.946  -4.080  1.508  0.0248
H  -1.155  -3.648  0.035  0.0630
O  2.036  4.901  -0.112  0.0212
N  -0.286  5.013  0.174  0.1687
O  -0.560  -3.843  5.851  0.0430
C  4.460  3.272  1.629  -0.6928
H  -0.078  7.106  0.415  0.1128
O  0.050  -2.957  -4.789  0.0196
N  6.131  -0.977  -2.240  0.1659
H  0.740  -2.603  -0.570  0.0769
C  -0.313  -3.857  4.678  -0.7789
H  1.347  2.261  4.042  0.1365
H  1.642  7.350  0.194  0.1273
H  2.328  2.889  -2.433  0.1002
H  2.244  -5.939  0.850  0.1246
N  4.370  -0.832  -1.017  0.2033
N  -2.631  1.116  -3.453  0.1635
H  -1.796  -2.576  -3.444  0.1240
O  0.111  1.312  0.783  -0.3472
C  0.540  3.205  -3.325  -0.6861
H  -4.938  0.111  1.897  0.0753
O  -4.166  -0.342  -4.291  0.0374
N  0.968  -1.402  -3.410  0.1783
N  1.117  -0.717  4.060  0.2001
H  1.843  -1.569  -3.886  0.1138
O  -0.702  -0.029  -0.929  -0.3497
H  6.569  -0.639  -3.085  0.1254
H  -0.975  5.572  0.658  0.1094
N  0.591  -4.615  4.182  0.1580
H  5.318  5.175  1.372  0.1031
H  3.470  -0.445  -0.774  0.0813
H  0.583  1.134  2.958  0.0773
H  -6.087  2.382  0.162  0.1284
H  2.010  4.323  -3.108  0.1068
N  -2.938  -4.364  1.533  0.1937
H  -3.738  0.512  -6.261  0.1108
H  -3.818  -4.597  1.971  0.1288
N  2.192  -5.232  0.131  0.1807
N  -2.929  -0.893  1.907  0.1851
O  -4.525  1.060  -1.399  0.0102
C  -0.009  -2.124  -3.900  -0.7921
N  -2.006  -3.997  -0.382  0.1804
H  -3.301  -0.660  0.997  0.1141
H  3.896  4.884  0.503  0.0503
H  -2.953  2.010  1.064  0.1069
H  -1.887  1.730  -3.754  0.0285
H  -0.345  -3.091  2.863  0.0496
N  0.844  6.733  0.240  0.1550
H  6.507  -1.688  -1.629  0.1138
H  5.079  -1.358  -0.527  0.1181
O  1.950  0.627  5.606  0.0640
C  1.430  0.419  4.561  -0.9087
N  3.327  2.741  1.136  0.1597
H  1.063  1.756  -1.924  0.0720
N  1.129  4.289  -3.601  0.1681
H  2.669  -5.437  -0.736  0.1199
C  4.969  -0.461  -2.061  -0.8609
H  0.924  -0.697  -2.689  0.0701
H  0.732  -0.750  3.126  0.0757
H  -2.231  1.450  -5.862  0.1022
H  0.883  -4.721  3.221  0.0550
C  -4.327  1.678  -0.313  -0.7238
N  1.047  1.319  3.836  0.1849
O  4.425  0.260  -2.873  0.0137
H  1.367  -1.559  4.558  0.1210
H  -1.114  -1.398  -2.315  0.0661
N  1.110  -3.541  -0.621  0.2040
N  1.388  2.523  -2.494  0.1821
N  -4.848  -0.562  2.645  0.1676
H  -2.089  -3.876  -1.382  0.0999
O  -0.215  -1.051  0.964  -0.3366
H  -1.943  -0.832  2.118  0.0795
O  5.349  2.704  2.267  0.0031
H  -5.543  -0.570  3.379  0.1180
N  4.615  4.502  1.101  0.1358
O  -4.094  -4.709  -0.328  -0.0179
H  -2.120  -4.103  2.065  0.0814
H  1.267  -5.069  4.780  0.1161
C  0.981  5.460  0.098  -0.7079
H  -2.308  1.369  -0.412  0.0731
C  1.453  -4.211  0.420  -0.7646
H  0.633  5.093  -3.960  0.1347
C  -3.287  0.447  -4.434  -0.7893
Cl  0.231  -0.002  0.128  0.6386
H  -4.711  2.668  1.230  0.1088
N  -0.895  -3.085  3.710  0.1587
O  -3.281  -1.253  4.117  0.0140
O  1.553  -0.276  -0.323  -0.3267
H  -1.619  -2.433  3.977  0.0647
O  -0.614  2.935  -3.703  0.0055
N  -5.206  2.094  0.563  0.1646
C  -3.657  -0.966  2.970  -0.7551
N  -1.055  -1.952  -3.157  0.1790
H  2.817  1.907  1.392  0.0860
H  1.427  -3.933  -1.497  0.1272
C  -3.034  -4.457  0.274  -0.7942
N  -3.050  0.904  -5.634  0.1487
H  -2.781  0.812  -2.501  0.0531



No. 2
The following is a quantum chemistry calculation of a molecular structure, C52H43MoN7O4S in a non-equilibrium geometry, from OMol25.

Output
lowest unoccupied orbital energy (spin up / spin down) = -6.250 / -6.251 eV
HOMO level (spin up / spin down) = -11.354 / -11.351 eV
charge = +2
maximum force = 0.0258 hartree/bohr
total energy = -3157.5040 Ha

Each line ends with the Löwdin charge.
Cartesian coordinates (Å):
H  -4.952  -2.840  9.375  0.1029
C  2.773  0.848  1.024  0.0390
C  -4.948  -0.369  0.154  -0.0046
C  -0.002  -2.637  3.103  0.0089
C  -3.245  -1.135  3.273  -0.0132
O  -8.649  3.858  -2.895  -0.0474
C  -7.705  2.568  -1.082  0.0130
C  6.814  -4.471  0.602  -0.0570
H  -6.387  -1.962  9.946  0.1011
H  -7.171  -1.804  5.637  0.1319
H  0.971  1.464  -4.248  0.0890
C  0.359  3.499  0.786  -0.0433
N  0.488  1.044  0.911  -0.0416
C  1.146  5.793  0.075  -0.0308
H  -2.002  0.712  -4.150  0.1304
H  4.426  9.429  2.774  0.0990
C  -6.343  3.671  -2.744  0.0263
N  -1.061  -0.840  2.155  -0.0344
H  4.638  7.696  3.096  0.0970
C  -0.341  -2.116  -1.355  -0.6208
C  4.391  -3.042  0.459  -0.0005
H  -5.630  -0.495  -0.672  0.1266
C  2.548  -2.001  1.649  -0.2142
H  3.182  2.991  0.873  0.1282
H  -10.223  2.576  -2.420  0.1012
C  2.536  7.108  1.540  -0.2768
H  3.746  0.393  1.100  0.1266
H  -6.292  4.280  -3.636  0.1305
C  -3.987  -1.462  4.464  -0.1589
C  -3.040  2.864  -0.086  -0.2420
H  0.237  -4.071  -1.476  0.1213
H  0.254  0.141  -5.183  0.0667
C  -1.060  0.965  -3.655  -0.2127
C  -1.871  -1.391  3.131  -0.2025
H  -2.258  -1.424  5.747  0.1162
O  -6.180  -1.955  7.943  -0.0407
H  7.108  -3.558  0.080  0.0991
Mo  -1.421  0.456  0.588  1.6846
H  -10.070  4.021  -1.381  0.1008
H  -1.211  1.906  -3.125  0.1205
H  3.217  8.564  3.745  0.1013
C  1.520  0.148  1.096  -0.2127
C  3.218  -2.304  0.465  -0.0416
C  -3.931  0.628  0.231  -0.2569
C  -0.779  -0.089  -2.646  -0.5119
H  -1.478  5.713  0.410  0.1209
C  -1.019  3.534  0.507  -0.1792
C  -4.069  1.957  -0.311  -0.0395
H  7.703  -4.997  0.936  0.1000
H  0.641  5.679  -0.877  0.1223
C  -1.814  4.699  0.286  0.0309
H  -1.625  -3.160  4.469  0.1259
C  -1.204  -2.504  3.725  0.0164
C  1.784  4.927  2.217  -0.0235
C  -5.572  -1.953  9.231  -0.0430
H  2.651  -2.177  3.794  0.1237
C  1.061  2.300  0.871  -0.1971
H  -8.667  2.337  -0.646  0.1133
C  2.479  6.092  2.494  0.0052
C  3.908  8.484  2.903  -0.0570
N  -0.937  0.028  -1.371  -0.1190
C  0.051  1.100  -4.704  -0.0813
H  4.733  -3.494  3.789  0.1305
C  1.341  -1.143  1.595  -0.0792
H  -3.905  4.900  -0.349  0.1283
S  -0.258  -1.706  -3.058  1.1954
N  -3.225  0.405  1.422  -0.0770
C  -5.418  -1.818  6.865  -0.2670
C  1.855  6.944  0.328  0.0219
H  -5.944  -1.456  3.546  0.0971
H  1.740  4.149  2.969  0.1279
H  2.962  6.205  3.454  0.1101
C  -3.055  4.284  -0.104  0.0364
C  -5.209  3.212  -2.124  -0.0234
C  2.487  2.170  0.915  0.0304
H  -6.646  1.504  0.423  0.1219
H  -5.571  -1.904  1.601  0.1190
C  0.132  -1.541  2.197  -0.2270
C  -6.091  -1.734  5.635  0.0305
C  -3.330  -1.550  5.706  -0.0085
N  -1.799  2.419  0.319  -0.0531
N  -0.062  -3.328  -0.871  0.1648
H  4.872  -3.265  -0.483  0.1082
C  -4.940  -1.071  1.336  0.0092
N  -0.698  -1.094  -0.636  -0.1090
C  -3.859  -0.583  2.102  -0.2073
H  0.732  -3.407  3.272  0.1167
H  -0.087  -3.487  0.125  0.1192
H  -0.254  1.802  -5.475  0.0883
C  -7.610  3.359  -2.229  -0.2714
C  3.109  -2.447  2.851  -0.0249
O  3.206  8.257  1.689  -0.0580
C  1.104  4.754  1.011  -0.2091
H  -3.480  -1.778  7.816  0.1134
H  -10.623  4.183  -3.063  0.1008
C  4.281  -3.169  2.861  0.0269
H  6.246  -5.117  -0.071  0.0984
C  -4.022  -1.729  6.883  0.0126
H  2.809  -1.961  -0.480  0.1142
C  -9.963  3.636  -2.397  -0.0471
C  -6.557  2.085  -0.485  -0.0098
H  -4.239  3.458  -2.537  0.1196
H  -4.969  -1.055  9.378  0.1000
H  1.911  7.743  -0.399  0.1287
C  -5.397  -1.541  4.473  0.0025
C  -5.286  2.394  -0.981  -0.1812
O  6.075  -4.175  1.779  -0.0573
C  4.939  -3.477  1.665  -0.2786



No. 3
The following is a quantum chemistry calculation of a single C11H13NS molecule in a non-equilibrium geometry, from OMol25.

Output
ΔE to the lowest compared entry with this formula, charge and spin = 353.1 kJ/mol
lowest unoccupied orbital energy (spin up / spin down) = -0.795 / -0.504 eV
HOMO level (spin up / spin down) = -6.782 / -7.205 eV
charge = 0
maximum force = 0.0824 hartree/bohr
total energy = -879.7343 Ha

Each line ends with the Löwdin charge.
Cartesian coordinates (Å):
C  4.575  0.770  -0.053  -0.0982
C  3.449  1.608  -0.256  -0.1075
C  -1.663  1.447  0.060  -0.2113
H  5.531  1.302  0.041  0.1035
C  3.136  -1.048  -0.015  -0.0521
C  2.175  1.134  -0.065  -0.5192
S  0.893  2.168  0.323  1.0611
H  -4.266  2.260  -0.007  0.0542
H  0.324  -2.407  1.176  0.0780
H  3.564  2.645  -0.075  0.0835
H  -4.917  0.776  -0.802  0.1214
C  0.129  -1.959  0.179  -0.1293
H  -2.517  0.380  -1.400  0.1166
H  -1.682  1.955  0.956  0.0859
C  -4.075  1.228  -0.084  -0.1109
H  -4.169  0.689  0.943  0.1203
N  0.723  -0.709  -0.321  -0.0217
C  -2.739  1.060  -0.597  -0.1642
H  0.509  -2.806  -0.455  0.0835
H  -0.134  1.113  -1.482  0.1004
C  1.988  -0.283  -0.055  -0.3330
H  2.963  -2.148  -0.041  0.1213
C  4.413  -0.581  0.090  -0.1036
C  -0.382  1.381  -0.453  -0.4143
H  5.251  -1.239  0.080  0.0990
H  -0.898  -1.835  0.014  0.0366



No. 4
The following is a quantum chemistry calculation of 3 unconnected molecules or ions with the total composition CH10N3O2 in a non-equilibrium geometry, from OMol25.

Output
ΔE to the lowest compared entry with this formula, charge and spin = 117.8 kJ/mol
lowest unoccupied orbital energy = -3.101 eV
HOMO level = -14.285 eV
charge = +1
maximum force = 0.0765 hartree/bohr
total energy = -358.6365 Ha

Each line ends with the Löwdin charge.
Cartesian coordinates (Å):
H  1.045  -1.930  0.595  0.0056
N  -0.188  2.853  -0.987  0.2026
H  -0.832  2.957  -1.790  0.1559
H  -1.097  0.522  -1.727  0.1502
O  -1.677  -3.701  1.463  -0.0727
O  1.544  -1.232  0.290  -0.0241
N  -0.589  0.524  -0.814  0.1792
N  1.143  1.569  0.370  0.2298
H  -2.624  -3.732  1.496  0.0213
H  1.708  2.332  0.637  0.1338
H  0.393  3.619  -0.712  0.1250
H  -0.514  -0.349  -0.301  0.1070
H  -1.267  -4.532  1.788  0.0586
H  1.074  0.765  0.868  0.0597
H  1.740  -1.320  -0.677  0.0987
C  0.140  1.655  -0.498  -0.4306



No. 5
The following is a quantum chemistry calculation of a molecular structure, C4H12InO4 in a non-equilibrium geometry, from OMol25.

Output
ΔE to the lowest compared entry with this formula, charge and spin = 178.8 kJ/mol
lowest unoccupied orbital energy = -18.257 eV
HOMO level = -21.193 eV
charge = +3
maximum force = 0.0453 hartree/bohr
total energy = -649.2718 Ha

Each line ends with the Löwdin charge.
Cartesian coordinates (Å):
H  17.082  15.420  -21.982  0.1707
H  17.413  16.147  -24.396  0.1516
O  21.247  11.340  -25.925  -0.0904
H  19.096  14.449  -22.501  0.1706
H  15.689  15.710  -23.979  0.1850
H  23.176  10.368  -24.404  0.1702
In  18.827  13.040  -25.658  1.5669
H  22.094  9.634  -26.663  0.1591
C  22.353  9.650  -24.534  -0.1009
H  22.748  8.605  -24.616  0.2389
H  22.112  11.754  -26.110  0.1461
O  18.370  14.103  -23.061  -0.0459
H  22.175  9.592  -22.604  0.1827
O  21.571  9.614  -23.381  0.1613
O  16.693  14.396  -25.192  -0.1521
C  21.518  9.940  -25.789  -0.1295
H  16.181  14.800  -25.922  0.1624
C  17.157  14.694  -22.792  -0.1486
H  16.440  13.890  -22.543  0.1734
H  20.624  9.321  -25.715  0.1580
C  16.714  15.346  -24.139  -0.1295



No. 6
The following is a quantum chemistry calculation of 2 unconnected molecules or ions with the total composition C4H11NO in a non-equilibrium geometry, from OMol25.

Output
ΔE to the lowest compared entry with this formula, charge and spin = 99.8 kJ/mol
lowest unoccupied orbital energy = 0.991 eV
HOMO level = -7.593 eV
charge = 0
maximum force = 0.0261 hartree/bohr
total energy = -288.9790 Ha

Each line ends with the Löwdin charge.
Cartesian coordinates (Å):
H  -2.184  -1.575  -1.112  0.0911
H  5.597  0.251  1.311  0.0425
H  -0.318  1.405  1.136  0.0905
H  -0.191  1.431  -0.496  0.0796
C  -2.066  -0.612  1.337  -0.0533
C  -0.663  -0.389  -2.265  -0.1302
H  0.401  -0.267  -2.076  0.0678
H  -1.386  -1.185  1.993  0.0875
H  -0.730  -1.133  -3.051  0.0609
H  -2.886  -1.262  1.075  0.0693
C  -1.317  -0.180  0.116  -0.4473
H  5.867  1.547  2.084  0.0280
C  -1.462  -0.773  -1.068  -0.1539
H  -0.991  0.536  -2.755  0.0719
N  -0.440  0.864  0.295  0.0939
O  5.187  1.097  1.571  -0.0708
H  -2.419  0.246  1.904  0.0726



No. 7
The following is a quantum chemistry calculation of a molecular structure, C3HCl2NO in a non-equilibrium geometry, from OMol25.

Output
ΔE to the lowest compared entry with this formula, charge and spin = 157.8 kJ/mol
lowest unoccupied orbital energy = -1.095 eV
HOMO level = -11.649 eV
charge = 0
maximum force = 0.0975 hartree/bohr
total energy = -1165.2023 Ha

Each line ends with the Löwdin charge.
Cartesian coordinates (Å):
O  0.934  -1.894  0.884  0.1749
N  0.319  0.004  4.174  0.0337
C  0.618  -0.791  1.116  -0.3563
C  0.319  0.381  0.256  -1.0301
Cl  1.922  0.901  -0.377  0.6288
H  -0.299  0.094  -0.603  0.0877
Cl  -0.476  1.699  1.123  0.6482
C  0.412  -0.258  3.070  -0.1870



No. 8
The following is a quantum chemistry calculation of a molecular structure, C10H8KN3O6S2 in a non-equilibrium geometry, from OMol25.

Output
lowest unoccupied orbital energy = -0.572 eV
HOMO level = -9.303 eV
charge = 0
maximum force = 0.0515 hartree/bohr
total energy = -2397.7743 Ha

Each line ends with the Löwdin charge.
Cartesian coordinates (Å):
C  0.724  -0.551  3.635  0.0848
C  2.381  -1.770  2.353  0.0812
C  -0.542  1.192  -4.682  -0.4081
C  0.044  -0.237  2.469  -0.0861
H  -3.674  1.890  -3.802  0.1366
N  2.598  -1.658  4.790  -0.3494
S  -2.594  2.829  -1.399  0.5602
H  -2.398  1.177  -5.811  0.1220
C  1.684  -1.443  1.205  -0.1137
C  -1.222  0.604  2.497  -0.7237
O  -1.118  1.785  2.894  -0.1452
C  -1.963  2.112  -2.741  -1.1778
H  0.377  -0.203  4.597  0.1389
H  3.284  -2.358  2.317  0.1309
C  1.876  -1.318  3.557  -0.1146
C  -2.034  0.922  -4.817  -0.2242
H  0.066  0.324  -4.920  0.0805
H  -2.255  -0.134  -4.630  0.1235
S  -0.293  1.633  -2.926  0.9437
K  -2.997  2.181  1.619  0.8962
N  -2.676  1.757  -3.816  -0.0718
O  1.536  -1.638  -1.080  0.0686
O  -2.259  0.058  2.061  -0.1543
H  -0.011  -0.469  0.335  0.1329
O  3.239  -2.524  -0.101  0.0871
O  3.723  -2.108  4.680  0.0843
C  0.520  -0.693  1.249  0.0808
O  2.020  -1.479  5.844  0.0860
N  2.186  -1.916  -0.089  -0.3477
H  -0.223  2.037  -5.289  0.0786